[1]
C4H5ClF2 in the gas phase in a non-equilibrium geometry. Source: the OMol25 dataset; level of theory: ωB97M-V with the def2-TZVPD basis set.

Computed properties:
Electronic energy ... -22184.58198 eV
E_HOMO ... -0.3682 hartree
HOMO-LUMO gap ... 10.83 eV
LUMO level ... 0.030 hartree
Net charge ... 0

```
12
Properties=species:S:1:pos:R:3:forces:R:3
F -2.6680 0.9584 -1.1270 1.99 -0.85 0.69
C -1.5276 0.3768 -0.6082 1.35 -1.90 0.82
C -0.2406 0.8369 -0.7653 -3.49 3.16 -1.84
C 0.9095 0.2985 -0.0765 -0.35 -3.11 0.49
Cl 2.0432 -0.5361 -1.2440 0.01 0.30 0.09
C 0.5540 -0.8810 0.9291 1.18 2.67 0.31
F -0.4206 -0.5160 1.8102 -0.90 0.78 0.95
H -1.6897 -0.6852 0.0061 -0.20 3.31 -1.89
H -0.0452 1.8801 -1.3520 -0.71 -2.71 1.35
H 1.4776 1.0731 0.3804 0.48 0.42 0.51
H 1.4142 -1.0508 1.5409 0.83 -0.43 0.05
H 0.1931 -1.7547 0.5064 -0.19 -1.63 -1.54
```
Forces are in eV/Å.

***

[2]
C4H5ClF2O in the gas phase in a non-equilibrium geometry. Source: the OMol25 dataset; level of theory: ωB97M-V with the def2-TZVPD basis set.

Computed properties:
Electronic energy ... -24232.18044 eV
E_HOMO ... -0.3355 hartree
HOMO-LUMO gap ... 9.94 eV
LUMO level ... 0.030 hartree
Net charge ... 0

```
13
Properties=species:S:1:pos:R:3:forces:R:3
F 3.0375 0.4518 -0.8499 0.28 -0.12 -0.54
C 1.7677 0.2744 -0.4321 0.32 -1.37 -0.66
C 1.1637 -0.9057 -0.6498 -0.89 1.41 1.19
O -0.0342 -1.2841 -0.0600 0.75 0.33 -0.74
C -0.5798 -0.3353 0.8172 -0.23 0.19 -0.22
C -1.6273 0.6293 0.1666 0.18 -2.23 0.33
F -1.0777 1.6632 -0.4710 0.67 0.90 -0.27
Cl -2.5526 -0.3133 -1.0687 -0.08 0.41 0.59
H 1.4306 1.1746 0.0103 -0.60 0.37 0.50
H 1.5319 -1.6648 -1.2907 0.58 -0.53 -0.25
H -1.0149 -0.9069 1.6342 -0.50 0.11 -0.11
H 0.2415 0.2306 1.2442 -0.12 0.41 0.29
H -2.2863 0.9862 0.9496 -0.36 0.11 -0.10
```
Forces are in eV/Å.

***

[3]
C4H5ClF3N3 in the gas phase in a non-equilibrium geometry. Source: the OMol25 dataset; level of theory: ωB97M-V with the def2-TZVPD basis set.

Computed properties:
Electronic energy ... -29371.05780 eV
E_HOMO (spin up / spin down) ... -0.3196 / -0.3197 hartree
HOMO-LUMO gap (spin up / spin down) ... 8.33 / 8.33 eV
LUMO level (spin up / spin down) ... -0.013 / -0.013 hartree
Net charge ... 0

```
16
Properties=species:S:1:pos:R:3:forces:R:3
C -1.8324 -1.2849 -1.1752 0.01 -0.85 -0.18
C 0.4587 0.2045 -1.5257 -0.01 0.30 0.53
C 0.3904 0.4160 0.8571 0.40 0.07 0.71
C -0.0693 0.6275 -2.8607 -0.27 0.28 -0.93
N -1.4518 -0.3635 -0.2792 -1.06 0.57 0.81
N -1.0961 -1.5992 -2.1774 0.17 0.02 -0.23
N -0.2408 0.1151 -0.4131 0.92 -0.10 -1.25
F 0.2235 -0.1798 -3.8782 0.24 -0.13 0.03
F -1.3738 0.8931 -2.8972 -0.12 0.02 0.27
F 0.5404 1.8074 -3.1712 0.22 0.02 0.31
Cl -1.4285 -3.0507 -2.9947 -0.29 -0.14 0.11
H -2.7580 -1.7881 -0.9093 0.01 -0.07 -0.04
H 1.5148 0.4155 -1.4232 -0.03 0.03 0.13
H -0.3257 0.9744 1.4598 0.05 -0.06 -0.12
H 0.6340 -0.5140 1.3741 -0.11 0.05 -0.07
H 1.2969 1.0012 0.7128 -0.12 -0.01 -0.09
```
Forces are in eV/Å.

***

[4]
C4H5ClFNS in the gas phase in a non-equilibrium geometry. Source: the OMol25 dataset; level of theory: ωB97M-V with the def2-TZVPD basis set.

Computed properties:
Electronic energy ... -31790.68477 eV
E_HOMO (spin up / spin down) ... -0.2548 / -0.2548 hartree
HOMO-LUMO gap (spin up / spin down) ... 7.34 / 7.34 eV
LUMO level (spin up / spin down) ... 0.015 / 0.015 hartree
Net charge ... 0

```
13
Properties=species:S:1:pos:R:3:forces:R:3
C 0.2237 0.7557 1.5427 0.62 0.54 -0.66
N -0.2368 0.3124 0.2045 -0.01 1.76 1.34
C 0.2971 0.8966 -0.9968 -2.71 1.51 -1.12
S 0.5839 -0.4319 -2.2301 -0.06 -0.19 -0.56
C 0.0132 -1.7291 -1.1252 -3.05 3.98 3.99
Cl -0.6643 -3.1837 -1.6706 -0.14 -0.36 -0.52
C -0.7698 -0.8558 0.0033 2.67 -6.55 -3.05
F -1.3354 -1.5778 1.0051 0.35 1.53 -0.65
H -0.5922 1.3731 2.0159 0.83 -1.21 0.10
H 0.6094 -0.1994 2.0381 -0.69 1.73 0.03
H 1.0627 1.5151 1.3622 -0.93 -1.34 0.33
H -0.4276 1.8157 -1.3288 1.59 -2.26 0.18
H 1.2362 1.3091 -0.8203 1.53 0.85 0.58
```
Forces are in eV/Å.